No. 1
26
Properties=species:S:1:pos:R:3:forces:R:3 method="wB97M-V/def2-TZVPD" e_tot_ha=-937.146976 total_charge=+1 molar_mass_g_mol=197.28 de_lowest_kj_mol=74.9 homo_lumo_gap_ev=8.67
C -2.1025 2.3572 -0.3340 -2.799 -0.210 1.921
C -2.9262 1.3261 0.2235 4.163 -1.245 -0.517
C -0.7774 2.4765 -0.0737 0.985 -0.403 -0.363
C -2.2325 0.1961 0.7898 -0.099 3.856 -1.566
C -0.1518 1.4260 0.5621 1.734 0.523 -0.417
C -0.8546 0.3152 0.9255 -1.047 -1.729 0.577
C 1.8693 -0.2291 -1.1951 0.014 0.015 0.901
C 0.9841 0.3213 -2.2073 1.860 0.272 -2.993
C 2.0261 -2.7057 0.8836 0.884 -0.335 -0.134
C -0.0969 -0.8582 1.5411 -0.025 2.081 -1.106
O 2.9830 -0.1691 -0.9126 0.651 -0.090 0.051
O -0.0770 -2.3299 -0.6094 -4.455 -3.210 -4.063
S 0.7987 -1.5778 0.1274 3.636 1.300 4.659
H -2.6311 3.2168 -0.6700 -0.288 0.465 -0.860
H -3.9404 1.3215 -0.0046 -1.667 -0.047 0.012
H -0.2068 3.3078 -0.4564 0.008 0.209 0.132
H -2.7021 -0.6819 1.0643 -1.083 -1.540 0.608
H 0.9588 1.4419 0.6500 -0.850 0.071 0.327
H 0.0491 0.5645 -1.8324 -1.832 0.254 0.632
H 0.9118 -0.3907 -3.0814 -0.083 0.425 1.036
H 1.4825 1.2489 -2.6621 -0.536 -1.219 0.902
H 2.3581 -3.4437 0.0689 -0.667 1.160 1.032
H 1.5677 -3.3307 1.7707 0.922 1.684 -1.658
H 2.9214 -2.0305 1.0944 -1.075 -1.156 0.372
H -0.7210 -1.4907 2.1523 0.008 -0.920 -0.427
H 0.5095 -0.2819 2.1852 1.640 -0.212 0.941

***

No. 2
95
Properties=species:S:1:pos:R:3:forces:R:3 method="wB97M-V/def2-TZVPD" e_tot_ha=-5298.386025 total_charge=+2 molar_mass_g_mol=807.07 de_lowest_kj_mol=598.2 homo_lumo_gap_ev=5.16
C 2.5722 4.4617 -1.1242 -0.008 0.776 -0.209
C 1.4208 4.2498 -1.9254 1.394 -1.380 -0.029
C 1.6533 3.7510 -3.2335 -0.110 0.762 -0.219
C 2.9299 3.9059 -3.8018 -0.329 0.183 0.627
N 3.9475 4.3502 -3.0578 0.585 0.373 -0.426
C 3.8219 4.6008 -1.7515 -0.744 -0.186 -0.169
C 0.1124 4.3801 -1.3754 0.230 1.236 -0.353
C -1.0049 4.6425 -0.9428 0.176 -1.704 0.115
C -1.9418 3.6662 -0.3839 -0.042 -0.119 0.188
C -1.5368 2.3286 -0.5798 -1.877 -0.522 1.518
C -2.3097 1.2921 -0.0084 -0.669 -0.498 -1.038
C -3.3327 1.5572 0.9865 -0.794 -0.634 -3.139
C -3.8630 2.8601 0.9445 0.405 0.592 0.804
C -3.1713 3.9172 0.2842 0.316 -1.032 -0.075
Cd -1.4723 0.4298 1.8320 0.963 -1.372 -0.004
P 1.6998 -0.6652 -0.4741 -0.698 1.285 0.165
H 0.8515 3.3266 -3.8337 -0.054 0.455 0.062
H 2.4906 4.6006 -0.0476 -0.148 0.350 -0.266
H 3.0860 3.7902 -4.9059 0.010 -0.235 1.284
H 4.6945 5.0370 -1.2050 -0.731 -0.806 -0.546
H -3.5506 4.9424 0.2171 -0.109 -0.515 0.423
H -0.6902 2.0256 -1.1540 0.337 0.140 -0.549
H -4.7739 3.0416 1.5004 -0.034 0.287 -0.096
H -2.3544 0.2882 -0.5571 0.725 0.901 1.100
C 2.6254 -2.1948 -0.2402 -0.377 -0.664 0.146
C 3.7872 -2.5548 -1.1300 0.608 -0.418 -0.001
H 1.8564 -2.9738 -0.3141 0.126 -0.075 -0.012
H 2.9285 -2.2009 0.8104 0.036 0.005 0.107
H 4.1026 -3.5752 -0.8956 0.014 0.040 -0.149
H 3.5347 -2.5166 -2.1864 -0.088 -0.066 -0.050
H 4.6560 -1.9195 -0.9690 -0.042 0.063 -0.015
C 1.8898 -0.1784 -2.2395 -0.158 -0.184 -0.270
C 3.2526 0.2972 -2.7399 0.156 0.039 -0.322
H 1.1524 0.6247 -2.4225 0.127 -0.266 0.124
H 1.5353 -1.0359 -2.8337 0.092 0.221 0.087
H 3.1693 0.4969 -3.8215 0.179 0.061 0.375
H 3.5644 1.2264 -2.2352 -0.073 -0.317 -0.244
H 4.0375 -0.4609 -2.6061 -0.283 0.381 -0.050
C 2.7356 0.6153 0.3587 -0.223 0.036 0.283
C 4.2253 0.3805 0.5008 0.540 0.299 -0.027
H 2.3123 0.7438 1.3623 0.146 -0.030 -0.274
H 2.5407 1.5652 -0.1563 0.002 -0.061 -0.039
H 4.6625 1.2600 0.9987 0.077 -0.364 -0.016
H 4.4441 -0.5138 1.1031 -0.016 0.305 -0.156
H 4.7289 0.2797 -0.4675 -0.109 -0.015 0.271
Br -4.3450 -0.2217 1.3842 0.633 2.253 -0.361
P -1.9893 -2.0366 -1.9698 1.167 2.564 2.375
C -0.8548 -2.7058 -3.1593 0.814 -0.364 -0.390
C -1.2867 -3.9767 -3.8179 0.211 -0.565 -0.783
H 0.0978 -2.8635 -2.6476 -0.039 -0.124 0.113
H -0.6203 -1.9490 -3.8988 -0.094 0.287 -0.197
H -0.4883 -4.3512 -4.4451 0.255 -0.225 -0.140
H -1.5169 -4.7528 -3.1029 -0.093 -0.242 0.165
H -2.1316 -3.8496 -4.4806 -0.381 0.123 -0.028
C -3.1868 -3.2386 -1.4484 -0.173 -0.377 0.169
C -4.4523 -3.3018 -2.2352 -0.973 -0.702 -0.052
H -3.3761 -3.0576 -0.3868 -0.129 0.120 -0.078
H -2.6566 -4.1809 -1.4608 0.056 -0.467 0.001
H -5.1260 -4.0005 -1.7521 -0.336 -0.131 0.083
H -4.9705 -2.3466 -2.2780 0.025 0.083 -0.122
H -4.3081 -3.6959 -3.2375 0.104 0.185 -0.149
C -2.8473 -0.6689 -2.8191 -0.314 0.017 -0.377
C -3.2057 -0.9320 -4.2696 -0.499 0.497 -0.458
H -2.2323 0.2413 -2.7623 0.193 -0.290 -0.049
H -3.7363 -0.3977 -2.2417 -0.158 -0.194 0.046
H -3.7102 -0.0473 -4.6726 0.082 -0.108 -0.148
H -2.3069 -1.0941 -4.8730 -0.245 -0.101 0.042
H -3.9050 -1.7664 -4.3938 0.337 0.103 0.042
C 0.4610 -2.8165 3.5184 0.440 -0.919 0.215
P -0.0487 -1.1819 3.0876 -0.486 0.313 -0.621
C -1.5276 -0.9512 4.0789 -0.116 -0.112 0.643
C -2.5755 -1.8862 3.9263 0.489 0.702 0.153
C -3.8411 -1.4782 4.3067 -0.421 -0.130 0.203
C -4.0794 -0.2042 4.8366 0.019 -0.089 0.094
C -3.0208 0.6918 4.9680 -0.421 0.121 0.454
C -1.7206 0.3211 4.6459 -0.305 -0.113 -0.633
C 1.2439 -0.0885 3.5821 0.117 0.487 0.393
C 1.0562 1.2946 3.3513 1.525 -0.330 0.329
C 2.1348 2.1537 3.5888 -0.188 -0.023 0.061
C 3.3552 1.6416 4.0608 0.004 -0.135 0.207
C 3.4915 0.2708 4.3213 0.523 -0.006 0.143
C 2.4464 -0.6168 4.0827 -0.479 0.819 -0.269
H -0.3467 -3.5483 3.3129 0.713 0.373 0.172
H 0.6175 -2.6816 4.6264 -0.040 -0.642 -0.974
H 1.4009 -3.0811 2.9904 -0.664 -0.101 0.412
H -2.3884 -2.8711 3.4736 -0.254 0.574 0.218
H -4.6784 -2.1401 4.1108 0.021 -0.026 0.307
H -5.0937 0.0781 5.1559 0.581 -0.103 -0.330
H -3.1982 1.6927 5.3349 -0.090 0.012 0.195
H -0.8788 1.0256 4.7345 -0.600 -0.462 0.223
H 0.1160 1.7149 2.9566 0.499 -0.071 0.134
H 2.0274 3.2226 3.3930 0.074 -0.319 0.112
H 4.2085 2.3166 4.2581 -0.662 -0.452 -0.212
H 4.4308 -0.1396 4.7191 -0.406 0.401 -0.241
H 2.5424 -1.6903 4.2681 0.156 0.564 -0.031

***

No. 3
19
Properties=species:S:1:pos:R:3:forces:R:3 method="wB97M-V/def2-TZVPD" e_tot_ha=-820.270218 molar_mass_g_mol=150.20 de_lowest_kj_mol=402.1 homo_lumo_gap_ev=7.80
C -1.6137 0.7286 1.2881 1.073 -0.700 -1.124
C 0.4724 -0.0291 -2.0466 -1.213 -0.892 0.581
C 1.0349 -0.0736 1.7952 -3.756 0.795 -0.267
C 1.1121 0.3500 -0.7424 0.249 -3.584 1.014
C 0.5099 -0.4734 0.4268 0.082 1.904 1.554
O -3.2662 0.2884 -0.8070 -0.698 0.342 1.030
O -1.6052 1.3580 2.2420 -0.219 0.704 1.306
O 0.6489 -1.8238 0.2901 -0.029 0.318 1.525
S -1.6095 -0.0750 -0.0709 -0.392 -0.781 -0.285
H -0.5769 0.3546 -2.1224 0.991 -0.651 -0.005
H 0.9648 0.4429 -2.8318 1.145 0.357 -1.623
H 0.5065 -1.1587 -2.1402 -0.210 1.355 -0.533
H 1.0263 0.9792 1.9561 -0.481 1.134 -0.262
H 1.9952 -0.2667 1.9703 4.180 -1.565 0.204
H 0.4783 -0.4637 2.6519 -0.159 -0.359 -0.337
H 2.1710 0.0776 -0.6614 0.163 -0.232 -0.592
H 1.1344 1.3423 -0.5227 -0.598 3.002 0.572
H -3.8925 0.4469 -0.0654 0.209 -0.218 -0.821
H 0.5092 -2.0045 -0.6097 -0.335 -0.929 -1.935

***

No. 4
88
Properties=species:S:1:pos:R:3:forces:R:3 method="wB97M-V/def2-TZVPD" e_tot_ha=-8231.145879 molar_mass_g_mol=1088.67 de_lowest_kj_mol=398.3 homo_lumo_gap_ev="6.13 / 6.42" spin_multiplicity=2
Ir 0.3610 1.0176 0.2021 2.457 -1.004 -3.357
O 0.8138 -3.7791 -0.5396 0.030 0.075 -0.120
C 1.5900 -3.9617 0.5532 0.120 -0.063 0.211
C 1.7327 -5.2479 1.0626 -0.122 0.032 -0.128
C 2.4950 -5.4697 2.1970 -0.024 0.039 -0.028
C 3.0973 -4.4055 2.8496 0.070 -0.022 0.149
C 2.9652 -3.1212 2.3390 0.000 -0.115 -0.097
C 2.2474 -2.8902 1.1749 -0.120 0.238 -0.001
C 2.1311 -1.5397 0.4871 0.387 -0.156 -0.488
O 0.8350 -1.2564 0.1634 -0.572 0.812 0.994
N 2.7096 -0.4707 1.3063 -0.131 -0.195 0.298
N 2.4415 0.7593 0.8511 0.135 1.011 0.637
C 3.0261 1.7795 1.4061 0.487 -1.641 -0.319
C 2.7713 3.1155 1.0563 -0.255 2.003 -0.238
Br 1.4250 3.4074 -0.3337 -0.146 -0.230 0.856
C 3.3792 4.2318 1.5594 -1.072 -0.969 -0.702
C 4.7476 4.2893 1.9963 1.000 -0.079 0.936
C 5.1770 5.3618 2.7993 -0.430 -0.308 -0.187
C 6.4787 5.4414 3.2475 0.194 0.066 0.065
C 7.4093 4.4780 2.8780 -0.108 0.010 -0.041
C 7.0154 3.4266 2.0604 0.187 0.006 0.061
C 5.7074 3.3249 1.6320 -0.442 0.316 -0.132
H 0.6632 -2.8083 -0.6244 -0.062 -0.091 0.012
H 1.2224 -6.0561 0.5535 0.032 -0.024 0.010
H 2.6086 -6.4774 2.5755 -0.020 0.007 0.029
H 3.6644 -4.5722 3.7562 0.007 0.008 -0.015
H 3.4284 -2.2973 2.8670 -0.004 -0.004 0.010
H 2.7417 -1.6092 -0.4449 -0.078 0.082 0.077
H 3.6587 -0.6138 1.6257 0.044 0.053 -0.006
H 3.7185 1.6126 2.2287 0.055 0.039 -0.038
H 2.7822 5.1339 1.6250 0.219 0.206 -0.545
H 4.4493 6.1171 3.0709 0.063 0.046 0.063
H 6.7764 6.2593 3.8907 0.004 0.031 -0.045
H 8.4372 4.5621 3.2035 -0.001 -0.029 0.031
H 7.7413 2.6900 1.7408 -0.008 -0.008 0.012
H 5.4192 2.5327 0.9551 0.083 -0.042 -0.023
O -2.7831 1.2925 2.7721 -0.206 0.263 0.004
S -1.6616 1.1192 1.9089 -0.264 0.851 2.296
O -0.9868 -0.1887 2.0614 -0.637 -0.268 0.730
O -0.6698 2.1961 1.9179 0.277 0.115 0.198
O -2.1856 1.0744 0.4121 -0.303 -0.414 -0.021
C -1.4113 1.2974 -4.9774 0.393 0.031 0.121
Si 0.2725 1.1721 -4.1159 -0.437 -0.238 0.506
C 1.0258 2.8782 -3.8198 -0.115 -0.315 0.115
C 1.4482 0.0849 -5.1274 -0.236 0.232 0.335
Se -0.2416 0.0090 -2.0804 1.687 1.404 -1.367
H -1.3147 1.6460 -6.0077 0.029 -0.007 -0.038
H -2.0639 1.9893 -4.4439 0.017 -0.012 0.013
H -1.8980 0.3203 -4.9910 0.014 -0.022 -0.021
H 1.1463 3.4190 -4.7605 -0.019 -0.031 -0.053
H 2.0047 2.7970 -3.3449 0.015 -0.051 -0.040
H 0.3950 3.4789 -3.1618 -0.089 -0.005 -0.063
H 1.4402 0.3816 -6.1782 -0.038 0.043 -0.014
H 1.1535 -0.9627 -5.0613 -0.022 -0.006 -0.014
H 2.4715 0.1707 -4.7598 0.000 -0.015 0.048
C -5.5386 0.9305 -3.0227 0.094 -0.032 0.269
Si -4.3449 1.0870 -1.5550 -0.380 0.050 -0.671
C -5.4046 1.3805 -0.0206 0.346 -0.137 -0.153
C -3.2486 2.5855 -1.9376 -0.011 -0.241 0.360
C -3.4320 -0.6071 -1.5716 0.008 0.224 0.612
Te -1.9681 -0.8856 0.0025 -2.304 -0.689 -1.409
C -3.5568 -1.4908 1.2746 0.260 -0.487 0.010
Si -3.1082 -3.3296 1.4367 -0.254 -0.672 0.266
C -4.5765 -4.3321 2.0668 0.308 0.145 0.038
C -1.5818 -3.4184 2.5350 -0.287 0.043 -0.155
C -2.6722 -4.0242 -0.2869 -0.172 0.282 0.297
H -6.1519 1.8325 -3.0893 -0.001 0.017 -0.024
H -6.2158 0.0807 -2.9129 -0.002 -0.020 0.005
H -5.0079 0.8168 -3.9702 0.045 0.006 0.006
H -5.9807 2.2979 -0.1613 0.014 0.013 -0.067
H -4.7991 1.5057 0.8759 0.020 -0.014 0.090
H -6.1175 0.5718 0.1531 0.011 -0.033 -0.035
H -3.6325 3.1686 -2.7764 -0.096 -0.080 -0.010
H -2.2243 2.2861 -2.1615 0.025 -0.039 0.012
H -3.2074 3.2352 -1.0611 0.026 0.024 0.001
H -2.9547 -0.7609 -2.5380 0.143 0.080 0.040
H -4.1750 -1.3976 -1.4335 -0.043 0.015 0.062
H -4.5265 -1.2930 0.8249 0.050 0.056 -0.105
H -3.4651 -0.9539 2.2158 0.016 -0.078 0.089
H -4.9108 -4.0020 3.0512 0.005 0.019 0.014
H -4.2949 -5.3847 2.1433 -0.011 -0.019 0.006
H -5.4211 -4.2631 1.3792 0.009 0.036 -0.027
H -1.8162 -3.1352 3.5632 -0.018 0.048 -0.014
H -0.8244 -2.7193 2.1699 0.091 -0.038 0.035
H -1.1357 -4.4142 2.5502 -0.034 -0.027 -0.067
H -3.5536 -4.3907 -0.8161 -0.070 0.071 0.029
H -1.9571 -4.8432 -0.2140 0.060 0.019 0.077
H -2.2049 -3.2728 -0.9273 0.101 -0.196 -0.255

***

No. 5
18
Properties=species:S:1:pos:R:3:forces:R:3 method="wB97M-V/def2-TZVPD" e_tot_ha=-1234.305277 molar_mass_g_mol=189.26 de_lowest_kj_mol=265.9 smiles="N#CC1(C(=O)O)SCCCS1" homo_lumo_gap_ev=9.63
N 2.7882 2.0795 1.7767 -0.879 -1.151 -0.072
C 1.9780 1.3029 1.4830 2.053 1.245 0.814
C 0.8839 0.5686 0.9216 -0.611 0.958 -0.444
C -0.2886 0.6384 1.9078 -3.277 -2.620 2.464
O -0.3583 -0.0590 2.9822 0.516 3.918 -5.065
O -1.3644 1.3950 1.3999 0.608 -1.700 -1.863
S 0.5408 1.7103 -0.5623 -0.617 -2.550 -0.272
C 0.0457 0.2270 -1.6241 0.708 3.806 -3.666
C -1.0069 -0.7496 -1.2098 5.799 -1.480 2.418
C -0.0571 -1.7504 -0.3548 -6.279 -0.032 2.593
S 1.3447 -1.0869 0.3844 1.956 0.536 1.243
H -1.4220 1.3999 0.2279 1.277 0.321 4.980
H 1.0912 -0.0959 -2.0033 -2.325 -0.127 0.371
H -0.4788 0.8607 -2.4004 1.046 -0.635 -0.026
H -1.6425 -0.3085 -0.5543 -2.008 1.233 2.109
H -1.5931 -1.1772 -1.9353 -0.766 -1.228 -2.104
H 0.2965 -2.5678 -0.8269 1.453 -2.338 -2.583
H -0.7572 -2.3871 0.3876 1.347 1.842 -0.896

***

No. 6
64
Properties=species:S:1:pos:R:3:forces:R:3 method="wB97M-V/def2-TZVPD" e_tot_ha=-2013.208822 molar_mass_g_mol=551.50 smiles="C[C@@H](O)Cc1c(-c2cccnc2)c(C(F)(F)C(F)F)c(OC#N)c2nc(CC(N)(N)N)c(CCOC=O)nc12" homo_lumo_gap_ev=8.43
C 1.8528 -3.7382 -2.0244 0.034 0.111 0.345
C 1.9497 -2.3905 -1.2687 0.657 -0.381 -0.231
O 3.3329 -2.1274 -0.9544 -0.102 -0.183 -0.107
C 1.4210 -1.1859 -2.1062 -0.208 0.393 0.678
C 0.1730 -0.5222 -1.4972 0.048 -0.090 -0.088
C -1.0571 -0.5041 -2.1409 0.194 -0.199 -0.264
C -1.1290 -1.1773 -3.5002 -1.096 -0.542 0.583
C -1.8752 -2.3655 -3.6780 0.924 0.858 -1.523
C -1.8678 -2.8303 -5.0128 -0.285 0.146 1.073
C -1.1706 -2.1251 -5.9902 -0.048 -0.842 -1.823
N -0.4311 -1.0106 -5.8694 -1.306 -1.048 1.871
C -0.4816 -0.5985 -4.5956 0.994 1.491 0.251
C -2.2326 0.1150 -1.5455 0.831 -0.096 0.017
C -3.5842 0.1407 -2.2650 -0.180 0.398 0.723
F -3.4418 0.3305 -3.6072 0.073 -0.489 0.379
F -4.3427 1.2030 -1.8579 0.476 -0.222 -0.157
C -4.4691 -1.1433 -1.9998 -0.718 0.641 -0.888
F -3.8199 -2.0948 -1.2875 -0.099 0.295 -0.136
F -5.5833 -0.7785 -1.3108 0.507 -0.343 -0.012
C -2.0697 0.6539 -0.2928 0.277 -0.368 -0.473
O -3.1601 1.2314 0.3970 0.394 0.691 -0.516
C -3.1539 2.5412 0.2755 -0.102 0.700 1.058
N -3.1658 3.7003 0.3584 -0.043 -1.329 -0.454
C -0.8088 0.6588 0.3878 -0.445 0.202 0.568
N -0.7797 1.2325 1.6288 0.989 -0.271 -0.306
C 0.4041 1.2428 2.1965 -0.114 0.243 0.104
C 0.4602 1.9223 3.5707 -0.706 0.109 -1.260
C -0.5945 1.3223 4.5797 0.152 0.579 -0.061
N -0.9148 -0.0869 4.2991 0.436 -0.030 0.662
N -0.0241 1.4133 5.9290 -0.453 -0.309 -0.079
N -1.7851 2.1813 4.5299 0.169 0.039 0.282
C 1.5703 0.6717 1.5356 1.612 -0.598 0.985
C 2.9197 0.7235 2.2735 -0.277 1.339 0.239
C 3.4230 2.2164 2.2399 -1.108 -0.489 -0.743
O 4.7835 2.2538 1.7807 0.731 0.746 0.944
C 5.2693 3.5301 1.7561 -0.648 1.039 -0.393
O 4.6038 4.4859 1.4456 0.187 -0.617 0.309
N 1.5843 0.0747 0.3634 -1.827 1.133 1.259
C 0.3337 0.0949 -0.1931 -0.565 -0.882 -2.210
H 0.8139 -4.1131 -2.0510 0.420 0.251 -0.219
H 2.4539 -4.4973 -1.4909 -0.304 0.279 -0.105
H 2.2730 -3.6529 -3.0439 -0.363 0.033 0.354
H 1.4469 -2.4898 -0.2898 -0.044 0.199 -0.505
H 3.8836 -2.7942 -1.3806 -0.120 0.092 0.053
H 1.2763 -1.4945 -3.1483 -0.063 0.137 0.414
H 2.2160 -0.4177 -2.0845 -0.264 -0.464 -0.039
H -2.4249 -2.8544 -2.8728 0.326 0.113 -0.288
H -2.4329 -3.7261 -5.2869 0.308 0.345 -0.009
H -1.2239 -2.5291 -7.0146 0.066 0.180 0.477
H 0.0846 0.3255 -4.3872 -0.287 -0.405 -0.092
H -4.8041 -1.5130 -2.9865 0.296 -0.263 0.468
H 1.4729 1.9969 3.9813 -0.394 -0.444 -0.005
H 0.1301 2.9630 3.3793 0.222 -0.437 0.190
H -1.1030 -0.5092 5.2090 -0.047 -0.078 -0.236
H -1.7945 -0.1394 3.7941 0.241 0.050 -0.091
H 0.4799 0.5613 6.1558 0.064 0.156 -0.124
H 0.6248 2.1901 5.9891 -0.172 -0.065 0.090
H -2.3505 1.9636 3.7132 0.215 0.170 -0.046
H -2.3525 2.0264 5.3595 0.170 -0.086 -0.073
H 2.7726 0.4756 3.3393 0.174 -0.354 -0.576
H 3.6732 0.0809 1.8002 -0.443 0.102 0.106
H 2.7759 2.7705 1.5337 0.474 -0.056 0.296
H 3.3182 2.7152 3.2198 0.353 -0.235 -0.369
H 6.3145 3.7205 2.0739 -0.185 -1.046 -0.275